This record from the Open Molecules 2025 dataset describes a molecular structure, C42H55IN7OP4S2Zn. The level of theory is ωB97M-V/def2-TZVPD.

```
113
Properties=species:S:1:pos:R:3:forces:R:3:mulliken_charge:R:1
Zn -0.1476 -1.4677 1.2499 0.09 0.11 -0.15 -0.87
S -1.4058 0.1789 0.3428 0.32 -0.01 0.13 0.36
P -0.2816 1.9878 -1.6599 0.25 -0.10 0.17 -0.48
C -0.2303 0.3017 -1.0692 -0.67 0.14 -0.16 -0.19
P -0.2142 -1.1753 -1.9756 0.20 0.00 0.04 1.91
S -0.0365 -2.7905 -0.7274 0.01 -0.04 -0.04 -0.80
C 1.2383 -1.2385 -3.0581 0.02 0.01 0.04 0.45
C 2.4024 -0.5931 -2.6494 0.03 -0.06 0.06 -0.27
C 3.5622 -0.7011 -3.3994 0.00 -0.03 0.01 -1.25
C 3.5724 -1.4657 -4.5580 -0.01 0.00 0.00 -0.80
C 2.4201 -2.1253 -4.9609 0.03 0.01 -0.02 -0.88
C 1.2575 -2.0158 -4.2130 -0.02 -0.03 0.01 -0.39
C -1.6309 -1.4995 -3.0694 -0.01 0.01 -0.01 0.27
C -2.7050 -2.2696 -2.6361 -0.03 0.05 0.05 -0.70
C -3.8384 -2.3946 -3.4288 -0.02 -0.01 0.01 -0.72
C -3.8999 -1.7653 -4.6630 -0.01 0.00 -0.01 -0.61
C -2.8282 -0.9998 -5.1051 -0.02 0.01 0.01 -0.92
C -1.7045 -0.8628 -4.3087 -0.03 0.05 0.03 -0.12
C -1.7745 2.3119 -2.6999 -0.04 -0.11 0.02 0.97
C -1.8195 3.4251 -3.5430 0.01 0.05 0.03 -0.74
C -2.9982 3.8034 -4.1710 0.02 0.03 0.02 -0.74
C -4.1691 3.0903 -3.9513 -0.03 -0.02 0.00 -0.79
C -4.1465 1.9935 -3.0994 -0.04 0.01 -0.01 -0.96
C -2.9635 1.6084 -2.4810 0.08 0.02 -0.02 -0.14
C 1.0950 2.1782 -2.8533 -0.04 0.15 -0.03 0.30
C 2.3185 2.5776 -2.3155 -0.01 0.06 -0.01 -0.67
C 3.4360 2.7336 -3.1198 0.03 0.03 -0.02 -0.72
C 3.3443 2.5040 -4.4859 -0.01 0.02 0.00 -0.57
C 2.1289 2.1272 -5.0385 -0.01 0.02 0.00 -0.89
C 1.0129 1.9730 -4.2277 0.02 -0.04 -0.01 0.36
H 2.3818 0.0053 -1.7477 0.02 -0.07 -0.02 0.83
H 4.4562 -0.1773 -3.0848 -0.01 -0.02 0.00 0.54
H 4.4770 -1.5465 -5.1475 0.00 0.00 0.00 0.43
H 2.4249 -2.7292 -5.8592 0.00 0.00 0.00 0.43
H 0.3677 -2.5436 -4.5305 -0.01 0.00 0.01 0.55
H -2.6470 -2.7689 -1.6774 0.00 -0.01 -0.01 0.33
H -4.6712 -2.9951 -3.0847 0.01 0.00 0.00 0.44
H -4.7784 -1.8775 -5.2859 0.00 0.01 0.01 0.40
H -2.8717 -0.5050 -6.0670 0.00 -0.01 0.00 0.44
H -0.8768 -0.2567 -4.6526 0.02 0.01 -0.02 0.32
H -0.9198 4.0068 -3.7120 0.00 -0.02 -0.01 0.53
H -3.0020 4.6593 -4.8350 0.01 -0.01 0.00 0.41
H -5.0851 3.3784 -4.4516 0.00 0.00 0.02 0.45
H -5.0471 1.4123 -2.9375 0.00 0.00 -0.01 0.53
H -2.9596 0.7396 -1.8367 0.04 -0.11 0.05 0.31
H 2.3892 2.7660 -1.2494 -0.01 0.00 0.00 0.40
H 4.3774 3.0441 -2.6835 0.00 0.01 0.00 0.43
H 4.2134 2.6298 -5.1189 0.00 -0.01 0.00 0.43
H 2.0468 1.9550 -6.1044 0.00 0.00 0.00 0.43
H 0.0681 1.6949 -4.6766 -0.03 -0.01 0.01 0.38
I -2.2196 -2.3839 3.4190 -0.04 -0.08 0.06 0.01
C -0.9229 -0.9944 4.3054 -0.01 0.01 -0.03 -0.07
C -0.9643 -0.7311 5.6657 0.00 0.06 0.00 -0.61
C -0.0714 0.2119 6.1499 -0.02 -0.01 0.01 -0.43
C 0.8094 0.8331 5.2733 -0.01 0.01 0.04 -0.91
C 0.7691 0.4809 3.9373 0.00 -0.02 -0.05 -0.72
N -0.0902 -0.4221 3.4651 0.03 -0.03 -0.02 0.79
H -1.6649 -1.2392 6.3116 0.00 0.00 0.01 0.57
H -0.0619 0.4568 7.2041 0.00 0.00 0.00 0.51
H 1.5195 1.5705 5.6211 0.00 -0.01 0.00 0.54
H 1.4445 0.9205 3.2114 -0.02 0.00 0.00 0.53
C -4.6314 4.5578 1.8951 -0.04 -0.03 -0.04 -0.80
N -4.0488 3.5365 0.9252 -0.02 0.03 0.03 0.08
C -2.7843 4.1330 0.2728 -0.08 0.05 -0.01 0.00
N -1.8745 4.5881 1.2606 0.02 -0.01 -0.01 0.28
C -2.5064 5.5375 2.1606 0.00 0.03 0.02 -0.95
N -3.6629 4.9661 2.8514 0.03 0.01 -0.02 0.14
C -3.2666 3.8852 3.7688 -0.02 -0.01 0.01 -1.14
P -2.4325 2.4297 2.9382 -0.11 0.08 0.09 0.62
C -3.7491 2.2492 1.6342 0.05 0.01 -0.04 -0.32
C -1.2388 3.4722 1.9683 0.02 0.02 0.03 0.22
H -5.4903 4.0855 2.3717 -0.01 0.02 0.01 0.40
H -4.9569 5.4061 1.2915 0.00 0.01 0.01 0.36
H -4.7221 3.3548 0.1792 0.03 -0.02 -0.02 0.36
H -3.1384 4.9508 -0.3571 0.02 0.00 0.02 0.43
H -2.3456 3.3463 -0.3337 0.06 -0.07 -0.10 -0.55
H -2.8399 6.4044 1.5864 0.00 0.00 0.00 0.30
H -1.7792 5.8673 2.9011 -0.01 0.00 0.00 0.39
H -4.1494 3.5427 4.3143 0.00 0.00 -0.01 0.45
H -2.5835 4.3094 4.5074 -0.01 -0.03 0.02 0.42
H -4.6763 1.9037 2.0967 0.02 0.00 -0.01 0.50
H -3.4235 1.5246 0.8894 0.03 -0.05 -0.03 0.04
H -0.7137 2.8450 1.2481 0.01 -0.06 -0.05 -0.45
H -0.5048 3.8777 2.6701 0.00 -0.02 -0.02 0.65
C 2.4421 -3.9301 5.0646 0.01 -0.02 -0.01 -0.94
N 3.1421 -3.2885 3.9570 0.02 -0.02 -0.05 0.22
C 3.9231 -2.1355 4.3942 0.03 -0.01 -0.02 -0.99
P 2.4985 -3.3113 2.4364 -0.03 0.14 0.21 -1.00
O 1.3629 -2.3552 2.2212 -0.12 0.01 -0.14 1.41
N 3.7737 -2.8656 1.4898 0.00 -0.16 -0.02 0.64
C 5.0650 -3.5393 1.5853 0.00 0.02 0.01 -1.06
C 3.5370 -2.2917 0.1659 -0.02 0.05 0.00 -0.65
N 1.9575 -4.8565 2.2689 0.12 -0.02 -0.09 0.61
C 0.7113 -5.1997 1.5975 -0.09 0.06 0.03 -0.81
C 2.8798 -5.9804 2.3818 -0.03 -0.01 0.02 -1.12
H 1.8335 -3.2021 5.6127 -0.01 -0.01 -0.01 0.21
H 3.1679 -4.3601 5.7581 0.00 0.01 0.00 0.31
H 1.7931 -4.7220 4.7013 0.01 -0.01 0.00 0.35
H 3.3001 -1.4484 4.9776 0.01 0.01 -0.02 0.23
H 4.3268 -1.6000 3.5387 0.00 -0.01 0.01 0.34
H 4.7516 -2.4661 5.0248 -0.02 0.00 0.01 0.33
H 5.2166 -3.9508 2.5808 -0.01 0.02 -0.01 0.40
H 5.8584 -2.8144 1.3912 0.00 -0.01 0.00 0.32
H 5.1545 -4.3444 0.8488 0.00 -0.01 0.02 0.28
H 2.6375 -1.6844 0.1671 -0.03 0.01 -0.01 -0.41
H 3.4246 -3.0588 -0.6066 0.01 0.00 0.01 0.30
H 4.3883 -1.6592 -0.0939 -0.01 0.00 0.00 0.48
H 0.0284 -4.3530 1.6009 0.06 -0.06 0.00 -0.08
H 0.2364 -6.0248 2.1343 0.01 -0.01 -0.01 0.30
H 0.8811 -5.5075 0.5617 -0.01 0.02 0.01 0.29
H 3.7709 -5.6984 2.9383 -0.01 0.01 0.00 0.35
H 3.1791 -6.3522 1.3969 0.01 0.01 0.01 0.30
H 2.3918 -6.7974 2.9191 0.00 0.00 -0.01 0.37
```
Forces are in eV/Å.

Net charge = +1
ΔE to the lowest compared entry with this formula, charge and spin = 3.5 kcal per mole
DFT total energy = -172267.3980 eV

This record from the Open Molecules 2025 dataset describes 2 unconnected molecules or ions with the total composition C11H20 at a distorted geometry. The level of theory is ωB97M-V/def2-TZVPD.

```
31
Properties=species:S:1:pos:R:3:forces:R:3:mulliken_charge:R:1
C 5.0588 -3.8658 -1.1904 0.78 0.41 0.37 -1.14
C 3.8576 -3.2324 -0.5032 -0.09 0.48 0.24 -0.28
C 2.9684 -2.5170 -1.5336 0.09 0.63 0.07 -0.95
C 1.7965 -1.7905 -0.9849 -0.49 0.13 0.32 -0.86
C 0.8449 -1.1973 -0.5261 1.43 -0.93 -0.73 0.67
C -3.6671 1.3648 3.2936 -0.11 -0.01 -0.58 -1.13
C -2.5954 1.5632 2.2431 -0.28 -0.16 -0.48 -0.03
C -2.8043 2.0230 1.0072 0.53 -0.03 0.41 -0.46
C -1.7501 2.2398 -0.0606 0.06 -0.39 0.41 0.83
C -1.6581 3.7330 -0.3489 -0.22 0.62 0.23 -1.52
C -2.1036 1.4567 -1.3263 -0.01 0.17 -0.24 -1.50
H 5.8961 -3.9890 -0.4710 -0.51 -0.16 -0.45 0.31
H 4.7969 -4.8237 -1.6151 0.04 -0.34 -0.12 0.31
H 5.4456 -3.2378 -2.0066 -0.13 -0.07 0.21 0.33
H 4.1932 -2.5080 0.2664 -0.26 -0.34 -0.40 0.31
H 3.2803 -4.0102 0.0016 -0.01 0.14 0.11 0.28
H 2.6583 -3.2337 -2.2944 -0.23 -0.04 0.01 0.30
H 3.6032 -1.7894 -2.0694 -0.25 -0.14 0.17 0.28
H -0.0028 -0.6979 -0.1547 -0.37 0.26 0.21 0.44
H -3.9489 0.2955 3.3438 0.09 0.48 0.10 0.26
H -3.3129 1.6777 4.2763 -0.06 -0.04 0.00 0.33
H -4.5638 1.9553 3.0334 0.33 -0.32 0.17 0.30
H -1.5929 1.2235 2.4918 0.03 0.08 0.10 0.33
H -3.7957 2.3464 0.7133 -0.26 0.03 0.02 0.21
H -0.7792 1.8811 0.3101 -0.14 0.10 0.06 0.18
H -1.3591 4.3219 0.5322 -0.16 -0.36 -0.09 0.36
H -2.6459 4.1162 -0.6615 0.36 -0.11 -0.01 0.33
H -0.9294 3.9750 -1.1169 0.03 -0.13 -0.30 0.40
H -3.0809 1.7938 -1.6699 -0.20 -0.13 -0.09 0.40
H -2.1385 0.3711 -1.1828 -0.02 0.22 0.13 0.33
H -1.4085 1.6668 -2.1455 0.07 -0.02 0.17 0.39
```
Forces are in eV/Å.

Net charge = 0
SMILES = C/C=C/C(C)C.C#CCCC
ΔE to the lowest compared entry with this formula, charge and spin = 44.5 kcal per mole
DFT total energy = -11729.0552 eV